Formula: C19H17N3O3RuS7Si
Source: the OMol25 dataset
Level of theory: the ωB97M-V functional and the def2-TZVPD basis

```
51
Properties=species:S:1:pos:R:3
Ru 0.95332 0.56412 0.85777
S -1.26231 1.37443 1.30479
C -1.59593 0.81307 2.91660
C -2.81496 1.16157 3.52471
C -3.14320 0.75290 4.80162
C -4.41036 1.15722 5.38115
N -5.41419 1.48448 5.84022
C -2.23418 -0.03608 5.52797
C -1.02977 -0.38589 4.94097
C -0.68442 0.02404 3.64577
S 0.86196 -0.46257 2.99301
C -2.54194 -0.48640 6.86974
N -2.78601 -0.83097 7.94114
H -3.51430 1.77827 2.97062
H -0.32453 -0.99284 5.50008
S 1.78085 2.59279 1.74134
S 3.64561 3.00191 1.33767
S 4.56198 0.69651 0.26555
S 3.00619 -0.46741 0.32043
C 0.82141 3.16469 -4.67849
Si -0.20672 3.30351 -3.13047
C -0.17290 5.07777 -2.57052
C -1.96771 2.84650 -3.53282
C 0.40162 2.22758 -1.83265
C 0.74595 1.49606 -0.90713
H 0.39400 3.78068 -5.48156
H 0.87059 2.12431 -5.02590
H 1.84806 3.50483 -4.48844
H -0.68590 5.71345 -3.30219
H 0.85742 5.43749 -2.45753
H -0.67474 5.18438 -1.60077
H -2.41236 3.56257 -4.23842
H -2.56723 2.84094 -2.61254
H -2.02248 1.84281 -3.97532
N -0.10262 -1.17245 -0.08307
C 0.57782 -2.36156 -0.54707
C 0.91383 -2.47654 -1.88385
C 1.55859 -3.62144 -2.34473
C 1.86383 -4.65246 -1.46734
C 1.54398 -4.51307 -0.11512
C 0.90709 -3.37011 0.34562
S 2.60218 -6.17944 -2.05755
O 1.57472 -7.17983 -1.80473
O 2.86558 -5.93186 -3.46782
O 3.79674 -6.34671 -1.24516
H -0.58968 -0.71100 -0.83304
H -0.76109 -1.36738 0.64683
H 0.67602 -1.66171 -2.56563
H 1.82483 -3.73548 -3.38936
H 1.79991 -5.31528 0.56884
H 0.66545 -3.25039 1.39678
```

Summary:
charge = -2
spin multiplicity = 5
gap between HOMO and LUMO (alpha / beta) = 7.02 / 5.82 eV
LUMO (alpha / beta) = 3.9 / 2.2 eV

Here are the Mulliken charges for atoms 1 to 2, given in e: Ru 0.2628; S -0.3022

Formula: C19H17N3O4S
Source: the OMol25 dataset
Level of theory: the ωB97M-V functional and the def2-TZVPD basis

```
44
Properties=species:S:1:pos:R:3
C 4.22294 -2.26187 2.56298
C 3.60250 -2.24498 1.17203
C 2.29424 -1.46005 1.17191
N 1.71501 -1.48039 -0.15195
C 0.46429 -1.13389 -0.49533
C -0.48507 -0.63940 0.37726
N -0.14998 -0.19488 1.68086
S 0.43371 1.38947 1.67977
O 1.46624 1.45497 0.68456
O 0.76531 1.71216 3.03277
C -0.95817 2.36516 1.12162
C -1.10388 2.59350 -0.23329
C -2.24754 3.22734 -0.69415
C -3.22467 3.62421 0.20008
C -3.05603 3.39969 1.56798
C -4.05553 3.82008 2.47821
N -4.86556 4.17439 3.20665
C -1.91085 2.75645 2.03512
C -1.85225 -0.41322 0.00354
O -2.69351 0.02402 0.76840
O -2.22675 -0.70012 -1.27620
C -1.31704 -1.10466 -2.19099
C -1.78965 -1.28409 -3.49089
C -0.93460 -1.70348 -4.48482
C 0.40110 -1.94899 -4.18790
C 0.87149 -1.77399 -2.90565
C 0.02856 -1.34421 -1.87243
H 3.55473 -2.74328 3.27252
H 5.16520 -2.80399 2.55410
H 4.40939 -1.24701 2.90448
H 4.30211 -1.78388 0.47040
H 3.41382 -3.26920 0.84068
H 1.58568 -1.91379 1.86740
H 2.47511 -0.42951 1.49582
H 2.38466 -1.57036 -0.89927
H -0.95250 -0.24553 2.29876
H -0.31965 2.27300 -0.90178
H -2.38064 3.40127 -1.75099
H -4.12514 4.10669 -0.15015
H -1.75969 2.56073 3.08533
H -2.83209 -1.08817 -3.68393
H -1.30137 -1.84210 -5.48977
H 1.07323 -2.28024 -4.96432
H 1.91287 -1.97783 -2.70939
```

Summary:
charge = 0
spin multiplicity = 1
gap between HOMO and LUMO = 8.51 eV
structure (SMILES) = CCCNc1c(NS(=O)(=O)c2cccc(C#N)c2)c(=O)oc2ccccc12
LUMO = -0.2 eV
energy above the lowest of the compared OMol25 structures with the same formula, charge and spin = 0.839 eV

Here are the Mulliken charges for atoms 1 to 2, given in e: C -1.4144; C -0.4102

Formula: C19H17N3O4S
Source: the OMol25 dataset
Level of theory: the ωB97M-V functional and the def2-TZVPD basis

```
44
Properties=species:S:1:pos:R:3
O 4.47219 2.80502 -1.07771
C 4.39749 1.74745 -0.60700
N 4.30513 0.62917 -1.24444
C 3.94833 -0.57272 -0.40155
O 3.88638 -1.86822 -0.87826
C 4.02921 -0.08273 1.09784
C 3.99654 1.39152 1.05593
H 4.86026 2.03481 1.32221
H 3.08319 1.98064 1.10758
H 5.06715 -0.42288 1.43304
S 2.75061 -0.44439 2.17713
C 1.36323 -0.51970 0.89024
N 1.79552 -0.31939 -0.24963
C 0.95858 0.21950 -1.23239
C -0.47089 0.59076 -1.08953
C -1.59290 0.16400 -1.62698
C -2.79455 0.43550 -1.44691
C -3.06878 1.36718 -0.33850
C -1.86238 1.96231 0.30599
C -0.70414 1.52163 0.23086
H 0.09314 1.82159 0.63440
O -2.55979 2.75497 1.52758
C -3.84420 2.84489 1.23663
O -4.26433 1.99237 0.24171
H -4.13606 3.94798 0.76207
H -4.26911 2.37983 2.07061
H -3.64061 0.08587 -2.11595
H -1.29826 -0.30097 -2.61827
H 0.81173 -0.79517 -1.79536
H 1.50081 0.87435 -1.76141
N 0.30834 -0.95573 1.46256
C -0.76453 -1.71556 0.67016
C -0.41512 -2.46335 -0.27450
C -1.50066 -3.23736 -1.00851
C -2.82422 -2.99215 -0.58398
C -3.03050 -1.94326 0.55950
C -2.02238 -1.52551 1.04596
H -2.26153 -0.90274 2.35077
H -4.11158 -1.96908 0.86196
H -3.70921 -3.27224 -1.03636
H -1.17289 -3.81651 -1.67390
H 0.44325 -2.59835 -0.33962
H 0.12982 -1.12266 2.55065
H 4.11772 0.28932 -2.19459
```

Summary:
charge = 0
spin multiplicity = 1
gap between HOMO and LUMO = 8.41 eV
LUMO = 0.2 eV
energy above the lowest of the compared OMol25 structures with the same formula, charge and spin = 16.556 eV

Here are the Mulliken charges for atoms 1 to 2, given in e: O -0.5734; C 0.3452

Formula: C19H17N3O5S2
Source: the OMol25 dataset
Level of theory: the ωB97M-V functional and the def2-TZVPD basis

```
46
Properties=species:S:1:pos:R:3
C -0.81242 -0.73016 -3.05694
C 0.11981 -0.61368 -1.78272
O 0.21614 -1.95281 -1.30148
C 1.45924 0.04987 -2.13157
C 2.12902 -0.36472 -3.24487
C 3.36973 0.23567 -3.52724
C 3.70686 1.43070 -2.85856
C 3.00601 1.90128 -1.78033
C 1.88982 1.12762 -1.34840
N 1.10742 1.73162 -0.33233
C 0.21324 2.76177 -0.61214
O 0.41973 3.44062 -1.61108
C -0.49144 3.55368 0.47396
O -0.97071 2.60978 1.44910
C -0.18896 1.41601 1.62460
C -0.56633 0.62352 2.62197
C 0.10734 -0.46553 2.96167
S -0.77459 -1.73771 4.04674
O -1.86644 -1.08885 4.70623
O 0.03882 -2.67529 4.82863
N -1.39111 -2.81089 2.84255
C -2.46124 -2.34088 2.23322
N -2.15725 -2.09106 1.01402
C -3.35740 -1.64211 0.47233
C -4.43858 -1.51895 1.32060
S -4.03813 -2.00242 2.99566
C 1.23402 -0.83165 2.27995
C 1.62889 0.01258 1.24773
C 0.85044 1.12984 0.85289
H -0.89743 0.18850 -3.51512
H -0.56754 -1.42786 -3.82279
H -1.86472 -1.03011 -2.78032
H -0.36716 -0.03317 -1.02776
H -0.31132 -2.02619 -0.47491
H 1.81056 -1.22505 -3.81811
H 3.99438 -0.03596 -4.41549
H 4.68928 2.00467 -3.02638
H 3.23043 2.83335 -1.34919
H -1.10433 4.34531 0.08063
H 0.32548 3.99731 1.06689
H -1.45855 1.01493 3.08382
H -0.68812 -3.05920 2.16746
H -3.49974 -1.28928 -0.58250
H -5.46901 -1.40287 1.04612
H 1.76375 -1.69645 2.40495
H 2.43213 -0.31579 0.57851
```

Summary:
charge = 0
spin multiplicity = 1
gap between HOMO and LUMO = 8.90 eV
structure (SMILES) = C[C@@H](O)c1ccccc1N1C(=O)COc2cc(S(=O)(=O)Nc3nccs3)ccc21
LUMO = 0.1 eV
energy above the lowest of the compared OMol25 structures with the same formula, charge and spin = 4.288 eV

Here are the Mulliken charges for atoms 1 to 2, given in e: C -1.6689; C 0.5168

Formula: C19H17N4PdSTe
Source: the OMol25 dataset
Level of theory: the ωB97M-V functional and the def2-TZVPD basis

```
43
Properties=species:S:1:pos:R:3
Pd -0.27476 1.37219 -0.95026
N -3.42973 4.56140 -1.61423
C -2.57289 3.47695 -1.68386
S -0.98405 3.71025 -1.12519
N -3.14922 2.38985 -2.17629
N -2.29791 1.37073 -2.35959
C -2.79399 0.24183 -2.71140
C -1.91897 -0.90822 -2.89465
C -2.47403 -2.19604 -2.96843
C -1.64034 -3.28871 -3.08807
C -0.26668 -3.08200 -3.14217
C 0.19355 -1.77622 -3.08425
N -0.59349 -0.71396 -2.96838
H -3.17331 5.24818 -0.92663
H -4.40518 4.30571 -1.65576
H -3.87184 0.10387 -2.81987
H -3.54864 -2.31568 -2.90898
H -2.05417 -4.28927 -3.13006
H 0.42988 -3.90574 -3.22539
H 1.25933 -1.57216 -3.12503
Te -0.62969 -0.04826 1.24744
C 0.33818 0.94435 2.85824
C 0.34847 0.44602 4.15486
C 0.99987 1.14285 5.16425
C 1.63455 2.34419 4.88167
C 1.61941 2.85103 3.58979
C 0.96972 2.15554 2.57978
C 1.08865 -1.18992 0.76808
C 1.32165 -2.47836 1.22784
C 2.44195 -3.18170 0.79721
C 3.33260 -2.58935 -0.08685
C 3.09909 -1.29770 -0.54358
C 1.97505 -0.59894 -0.12516
H -0.14509 -0.49325 4.37550
H 1.01004 0.74807 6.17328
H 2.13654 2.88839 5.67287
H 2.10671 3.79286 3.36904
H 0.92870 2.53339 1.56090
H 0.62553 -2.94043 1.91752
H 2.61380 -4.19116 1.15098
H 4.20657 -3.13425 -0.42345
H 3.78892 -0.83534 -1.23973
H 1.75525 0.39898 -0.51199
```

Summary:
charge = -1
spin multiplicity = 1
gap between HOMO and LUMO = 5.26 eV
LUMO = 2.5 eV

Here are the Mulliken charges for atoms 1 to 2, given in e: Pd -0.3099; N -0.4637

no.,maximum force (eV/Å),E_tot (Ha)
1,0.9,-4296.08173
2,0.9,-1597.65508
3,15.5,-1597.07750
4,5.2,-2070.93288
5,0.9,-1747.34452